<i>
C2H2FN | wB97M-V/def2-TZVPD

Structure (ORCA input):
```
! RIJCOSX wB97M-V def2-TZVPD def2/J DEFGRID3
* xyz 0 1
C -0.8455 0.3704 0.1173
C 0.1980 -0.3842 0.4496
N -1.8729 0.9198 0.0576
F 0.6136 -1.4541 -0.1736
H 1.0588 0.7613 -1.7000
H 0.8480 -0.2131 1.2490
*
```

Mulliken analysis output, partial charges in e:
1 C 0.6261
2 C -0.4572
3 N -0.3324
4 F -0.1776
5 H 0.0307
6 H 0.3103



<ii>
C2H2FN | wB97M-V/def2-TZVPD

Structure (ORCA input):
```
! RIJCOSX wB97M-V def2-TZVPD def2/J DEFGRID3
* xyz 0 1
C -0.7383 0.9033 0.7907
C -0.2350 -1.1283 -0.6822
N -0.4659 -0.1051 0.0952
F -1.0714 -1.5297 -1.6425
H -0.6485 1.8779 0.3638
H 0.6987 -1.5717 -0.9010
*
```

Mulliken analysis output, partial charges in e:
1 C -0.2161
2 C 0.0233
3 N -0.0541
4 F -0.2197
5 H 0.1938
6 H 0.2727



The winner here is <ii>, beating the second structure by 45.5 kcal/mol.



<i>
C45H29Br2Cl4N6O5S2W | wB97M-V/def2-TZVPD

Structure (ORCA input):
```
! RIJCOSX wB97M-V def2-TZVPD def2/J DEFGRID3
* xyz 1 3
W 0.3299 -0.3841 -1.4515
Cl 3.4548 -6.3751 -2.7602
C 2.9318 -4.7405 -2.8363
C 3.4727 -3.8737 -3.7874
Cl 4.6580 -4.4350 -4.8974
C 3.0542 -2.5420 -3.8425
Cl 3.6795 -1.4290 -4.9963
C 2.1074 -2.0998 -2.9391
O 1.6056 -0.8588 -2.8901
C 1.5514 -2.9672 -2.0042
O 0.6265 -2.4121 -1.2210
C 1.9623 -4.2869 -1.9384
Cl 1.2632 -5.3074 -0.7422
O -6.1687 -4.2434 -0.0729
N -5.6668 -3.6195 -0.9781
O -6.0979 -3.5772 -2.1121
C -4.3639 -2.9652 -0.7047
C -4.1034 -2.7169 0.5924
C -2.9078 -2.0461 0.9840
C -2.6167 -1.7530 2.3299
C -1.4534 -1.1034 2.6326
C -0.5732 -0.7736 1.5972
N -0.8296 -1.0388 0.3331
C -1.9977 -1.6491 0.0068
C -2.3030 -1.8884 -1.3823
N -1.4095 -1.4364 -2.2979
C -1.5659 -1.7144 -3.5751
C -2.6540 -2.4550 -4.0316
C -3.6057 -2.8747 -3.1407
C -3.4617 -2.5820 -1.7660
H -4.8172 -3.0245 1.3437
H -3.3171 -2.0417 3.1035
H -1.1817 -0.8551 3.6481
H 0.3685 -0.2855 1.8107
H -0.8054 -1.3415 -4.2496
H -2.7403 -2.6808 -5.0844
H -4.4607 -3.4287 -3.4839
S 2.2966 -0.8689 0.0345
C 2.6686 0.5455 0.9517
N 3.4387 0.4441 2.0538
C 3.9141 1.6831 2.6504
C 2.7839 2.6873 2.6794
N 2.2659 2.8784 1.3330
C 1.5650 4.1374 1.0834
C 0.4402 4.3154 2.0771
C -0.6367 3.4280 2.0498
C -1.6427 3.5262 2.9971
C -1.5913 4.5185 3.9701
C -0.5328 5.4113 3.9900
C 0.4835 5.3051 3.0482
C 2.1557 1.7932 0.5343
S 1.4498 1.8762 -1.0431
C 3.8558 -0.8496 2.5973
C 2.7646 -1.5493 3.3769
C 2.2859 -0.9979 4.5631
C 1.3169 -1.6552 5.3062
C 0.8145 -2.8739 4.8662
C 1.2788 -3.4243 3.6808
C 2.2492 -2.7637 2.9386
H 4.7553 2.0790 2.0720
H 4.2609 1.4789 3.6611
H 3.1378 3.6485 3.0527
H 1.9853 2.3427 3.3465
H 1.1720 4.1070 0.0701
H 2.2832 4.9570 1.1448
H -0.6838 2.6636 1.2772
H -2.4774 2.8393 2.9698
H -2.3814 4.5995 4.7050
H -0.4934 6.1899 4.7404
H 1.3151 6.0006 3.0700
H 4.7129 -0.6525 3.2418
H 4.2085 -1.4890 1.7875
H 2.6947 -0.0618 4.9294
H 0.9713 -1.2291 6.2395
H 0.0716 -3.3976 5.4544
H 0.8949 -4.3748 3.3327
H 2.6105 -3.1992 2.0151
Br -3.9730 2.0324 -0.2072
C -2.9609 2.3459 -1.7606
C -3.4265 3.2516 -2.7352
C -2.7326 3.4534 -3.8938
Br -3.3881 4.6829 -5.1660
C -1.5377 2.7320 -4.1588
C -0.7474 2.8200 -5.3238
C 0.3650 2.0313 -5.4324
C 0.7063 1.1414 -4.4031
N -0.0085 1.0348 -3.3004
C -1.1027 1.8357 -3.1712
C -1.7871 1.6646 -1.9491
O -1.2409 0.8347 -1.0905
H -4.3471 3.7884 -2.5539
H -1.0267 3.5058 -6.1118
H 0.9979 2.0719 -6.3072
H 1.5832 0.5105 -4.4800
*
```

Mulliken analysis output, partial charges in e:
1 W 1.5890
2 Cl -0.1889
3 C 0.4060
4 C 0.4770
5 Cl -0.1892
6 C 0.3195
7 Cl -0.2188
8 C -0.3482
9 O -0.0582
10 C -0.8796
11 O -0.1477
12 C 0.2721
13 Cl -0.2015
14 O -0.5743
15 N 1.0013
16 O -0.6037
17 C -0.4336
18 C -1.0667
19 C 1.6124
20 C -0.4998
21 C -1.5691
22 C -0.2725
23 N 0.8060
24 C -0.2905
25 C -0.4878
26 N 0.4857
27 C -0.2341
28 C -1.5551
29 C -0.3871
30 C 1.3097
31 H 0.6200
32 H 0.5945
33 H 0.6989
34 H 0.1956
35 H 0.6012
36 H 0.4830
37 H 0.6254
38 S 0.0934
39 C -0.2504
40 N 0.1921
41 C -0.9865
42 C -0.5985
43 N -0.0016
44 C -1.2942
45 C 0.2057
46 C 0.5393
47 C -0.8136
48 C -0.5620
49 C -0.6804
50 C -0.4523
51 C 0.6161
52 S -0.6023
53 C -2.1573
54 C 1.1241
55 C -0.0798
56 C -0.8283
57 C -0.5428
58 C -0.6803
59 C -0.1604
60 H 0.3383
61 H 0.5032
62 H 0.5290
63 H 0.2950
64 H 0.5100
65 H 0.4331
66 H 0.4160
67 H 0.4325
68 H 0.4023
69 H 0.3898
70 H 0.4061
71 H 0.6718
72 H 0.6621
73 H 0.3364
74 H 0.4342
75 H 0.4534
76 H 0.4383
77 H 0.3930
78 Br -0.1726
79 C 0.1866
80 C -0.1888
81 C -0.1412
82 Br -0.1992
83 C 0.8340
84 C -0.8965
85 C -1.1025
86 C -0.2499
87 N 0.3173
88 C -0.2943
89 C -0.5391
90 O -0.1556
91 H 0.4844
92 H 0.4183
93 H 0.5097
94 H 0.1735



<ii>
C45H29Br2Cl4N6O5S2W | wB97M-V/def2-TZVPD

Structure (ORCA input):
```
! RIJCOSX wB97M-V def2-TZVPD def2/J DEFGRID3
* xyz 1 3
W -1.5422 0.3644 -0.4663
Cl -3.7897 4.8961 -5.0867
C -3.6543 3.5250 -4.0603
C -4.6613 2.5583 -4.0452
Cl -6.0462 2.7310 -5.0477
C -4.5548 1.4430 -3.2116
Cl -5.7672 0.2240 -3.1353
C -3.4381 1.3193 -2.4015
O -3.2068 0.2951 -1.5679
C -2.4386 2.2855 -2.4093
O -1.4247 2.0318 -1.5749
C -2.5310 3.3918 -3.2402
Cl -1.2632 4.5512 -3.2219
O -4.8085 -6.5201 -1.2663
N -3.7422 -6.0192 -1.5470
O -2.9073 -6.5209 -2.2761
C -3.4589 -4.6688 -1.0043
C -4.0268 -4.3830 0.1845
C -3.7651 -3.1378 0.8511
C -4.2687 -2.8342 2.1071
C -3.8755 -1.6220 2.7020
C -3.0673 -0.7551 2.0235
N -2.6186 -0.9899 0.7510
C -2.9209 -2.2166 0.1981
C -2.3401 -2.5235 -1.0436
N -1.5521 -1.5516 -1.5993
C -1.1053 -1.7289 -2.8406
C -1.3525 -2.8776 -3.5699
C -2.0943 -3.9015 -3.0027
C -2.6011 -3.7477 -1.7148
H -4.6723 -5.1110 0.6543
H -4.9163 -3.5297 2.6214
H -4.1888 -1.3682 3.7042
H -2.7345 0.1638 2.4842
H -0.5426 -0.9170 -3.2785
H -0.9769 -2.9555 -4.5789
H -2.2871 -4.8028 -3.5582
S 0.1054 -1.3468 0.9404
C 1.6736 -1.2332 0.3948
N 2.7344 -1.7080 1.0349
C 4.0891 -1.4611 0.5435
C 4.0972 -1.6281 -0.9509
N 3.0823 -0.7511 -1.5387
C 3.4752 -0.1066 -2.8069
C 4.5127 0.9575 -2.5525
C 5.7868 0.8393 -3.0907
C 6.7466 1.8113 -2.8385
C 6.4339 2.8998 -2.0415
C 5.1593 3.0226 -1.5011
C 4.2001 2.0576 -1.7567
C 1.9250 -0.5342 -0.9427
S 0.7737 0.5114 -1.5816
C 2.6446 -2.3794 2.3448
C 3.3612 -1.5891 3.4075
C 2.8711 -0.3450 3.7944
C 3.5341 0.3901 4.7627
C 4.6887 -0.1118 5.3504
C 5.1786 -1.3504 4.9699
C 4.5150 -2.0870 3.9977
H 4.7548 -2.1787 1.0188
H 4.4091 -0.4573 0.8357
H 3.8847 -2.6605 -1.2426
H 5.0615 -1.3354 -1.3615
H 2.5805 0.2987 -3.2742
H 3.8735 -0.8934 -3.4504
H 6.0308 -0.0097 -3.7194
H 7.7353 1.7164 -3.2667
H 7.1795 3.6583 -1.8445
H 4.9099 3.8789 -0.8887
H 3.2027 2.1682 -1.3455
H 3.0960 -3.3671 2.2284
H 1.5918 -2.5131 2.5778
H 1.9688 0.0490 3.3396
H 3.1442 1.3527 5.0658
H 5.2014 0.4620 6.1108
H 6.0730 -1.7473 5.4308
H 4.8924 -3.0612 3.7078
Br 1.5383 3.1509 2.5090
C -0.3337 3.2882 2.3886
C -1.0162 4.2713 3.1353
C -2.3733 4.4106 3.0477
Br -3.2396 5.7394 4.0678
C -3.1325 3.5679 2.1936
C -4.5335 3.5870 2.0194
C -5.1220 2.6866 1.1747
C -4.3300 1.7621 0.4712
N -3.0171 1.7414 0.5953
C -2.4218 2.6147 1.4517
C -1.0226 2.4488 1.5487
O -0.4980 1.4776 0.8272
H -0.4470 4.9234 3.7826
H -5.1286 4.3094 2.5613
H -6.1919 2.6733 1.0276
H -4.7673 1.0314 -0.1949
*
```

Mulliken analysis output, partial charges in e:
1 W 0.8182
2 Cl -0.1826
3 C 0.5375
4 C 0.4648
5 Cl -0.1856
6 C 0.0256
7 Cl -0.1978
8 C -0.5610
9 O -0.2567
10 C -0.0451
11 O -0.8447
12 C 0.2484
13 Cl -0.1897
14 O -0.5670
15 N 0.9753
16 O -0.5820
17 C -0.0682
18 C -0.8653
19 C 1.3621
20 C -0.7978
21 C -1.0922
22 C -0.5502
23 N 0.7653
24 C -0.4297
25 C 0.1565
26 N 0.3720
27 C -0.2948
28 C -1.4989
29 C -0.5192
30 C 0.7450
31 H 0.5682
32 H 0.4956
33 H 0.4946
34 H 0.4603
35 H 0.6499
36 H 0.4980
37 H 0.5983
38 S -0.1427
39 C 0.2679
40 N 0.1958
41 C -0.6522
42 C -0.8337
43 N 0.1597
44 C -1.3831
45 C 0.6616
46 C -0.2764
47 C -0.6570
48 C -0.4291
49 C -0.8994
50 C -0.0389
51 C 0.4417
52 S -0.2569
53 C -1.3137
54 C 0.3929
55 C 0.0232
56 C -0.6652
57 C -0.4595
58 C -0.6623
59 C -0.3628
60 H 0.5576
61 H 0.2685
62 H 0.3151
63 H 0.4740
64 H 0.5072
65 H 0.4636
66 H 0.4033
67 H 0.3974
68 H 0.3987
69 H 0.4523
70 H 0.4297
71 H 0.4237
72 H 0.5397
73 H 0.4729
74 H 0.4476
75 H 0.3976
76 H 0.3876
77 H 0.3986
78 Br -0.1714
79 C 0.0021
80 C -0.3764
81 C -0.0650
82 Br -0.2039
83 C 0.9203
84 C -0.8458
85 C -1.4907
86 C -0.2292
87 N 0.2495
88 C -0.5347
89 C 0.6372
90 O -0.3984
91 H 0.4880
92 H 0.3987
93 H 0.5084
94 H 0.7593



The winner here is <i>, beating the second structure by 21.1 kcal/mol.



<i>
C4H4I2 | wB97M-V/def2-TZVPD

Structure (ORCA input):
```
! RIJCOSX wB97M-V def2-TZVPD def2/J DEFGRID3
* xyz 0 1
C 1.5228 -0.4679 0.2475
C -1.5274 -0.8042 0.2925
C 1.9739 0.5807 0.7865
C -2.3699 -0.0939 -0.1029
I 4.4423 0.7843 0.0047
I -1.4508 2.5641 -0.0522
H 1.4105 -1.3684 -0.3462
H -0.6314 -1.0699 0.8113
H 2.1838 1.3996 1.3834
H -3.3006 0.0944 -0.6091
*
```

Mulliken analysis output, partial charges in e:
1 C -0.3871
2 C -0.0051
3 C -0.5375
4 C -0.8656
5 I -0.0547
6 I -0.0120
7 H 0.4041
8 H 0.4600
9 H 0.5475
10 H 0.4503



<ii>
C4H4I2 | wB97M-V/def2-TZVPD

Computed properties:
SMILES: I/C=C\C=C\I

Structure (ORCA input):
```
! RIJCOSX wB97M-V def2-TZVPD def2/J DEFGRID3
* xyz 0 1
I -1.8615 2.8363 -0.2381
C -1.4540 0.9656 0.7385
C -0.3637 0.2484 0.6426
C 1.0708 0.6214 -0.1547
C 2.2365 1.4555 -0.1509
I 3.7895 1.2038 -1.5233
H -2.4035 0.4894 1.1818
H -0.2510 -0.7599 0.7938
H 0.8782 0.0317 -1.1435
H 2.5013 2.2096 0.6809
*
```

Mulliken analysis output, partial charges in e:
1 I 0.0406
2 C -0.4617
3 C -0.3041
4 C -0.2378
5 C -0.3658
6 I 0.0711
7 H 0.3718
8 H 0.3375
9 H 0.2184
10 H 0.3300



The winner here is <ii>, beating the second structure by 73.6 kcal/mol.